This record from OMol25 describes 2 unconnected molecules or ions with the total composition C5H14O. The level of theory is ωB97M-V/def2-TZVPD.

Element x y z (Å)
C (-1.1629, -0.3360, 1.8072)
C (-0.7307, 0.8142, 0.9077)
C (-1.4423, 0.8071, -0.4412)
C (-1.1050, -0.3808, -1.3646)
C (0.3866, -0.6894, -1.4512)
H (-0.6569, -0.2798, 2.7736)
H (-0.9114, -1.3097, 1.3764)
H (-2.2331, -0.2807, 2.0101)
H (0.3391, 0.7751, 0.7218)
H (-0.9347, 1.7601, 1.4044)
H (-2.5328, 0.7857, -0.2945)
H (-1.2360, 1.7206, -0.9970)
H (-1.6008, -1.2812, -1.0102)
H (-1.4462, -0.1214, -2.3704)
H (0.5874, -1.3944, -2.2670)
H (0.9862, 0.2022, -1.6766)
H (0.7825, -1.1880, -0.5652)
O (3.4262, -0.0393, 0.4923)
H (3.6435, 0.2357, -0.4176)
H (2.4667, -0.1391, 0.4860)

Its HOMO energy is -0.4133 hartree. The SMILES is CCCCC.O. For the energy relative to the best compared isomer or geometry (same formula, charge and spin), the calculation gives 4.0 kcal/mol. The calculation puts the LUMO energy at 0.92 eV. The molecular weight is 90.17 g/mol. As for the HOMO-LUMO gap: 12.2 eV.


This record from OMol25 describes 2 unconnected molecules or ions with the total composition C5H14O. The level of theory is ωB97M-V/def2-TZVPD.

Element x y z (Å)
C (2.5089, -0.1996, -0.1987)
C (1.0545, -0.3180, -0.6030)
C (0.8971, -0.5078, -2.0871)
O (0.5091, -1.3968, 0.1570)
H (2.8701, 0.8208, -0.3529)
H (3.1266, -0.8732, -0.7878)
H (2.6326, -0.4878, 0.8442)
H (0.5455, 0.5867, -0.2678)
H (1.3347, -1.4610, -2.3861)
H (-0.1409, -0.4325, -2.4165)
H (1.4773, 0.2590, -2.6155)
H (-0.2989, -1.7597, -0.2104)
C (-1.7661, 1.1703, 1.8887)
C (-2.8468, 1.0801, 0.8239)
H (-0.8105, 0.8252, 1.5012)
H (-1.5951, 2.1719, 2.2870)
H (-1.9997, 0.5440, 2.7457)
H (-3.7416, 1.6367, 1.0998)
H (-3.1433, 0.0371, 0.6738)
H (-2.5154, 1.4273, -0.1561)

Its HOMO energy is -0.3765 hartree. The SMILES is CC(C)O.CC. For the energy relative to the best compared isomer or geometry (same formula, charge and spin), the calculation gives 10.4 kcal/mol. The calculation puts the LUMO energy at 0.91 eV. The molecular weight is 90.17 g/mol. As for the HOMO-LUMO gap: 11.2 eV.


This record from OMol25 describes 3 unconnected molecules or ions with the total composition C5H14O2. The level of theory is ωB97M-V/def2-TZVPD.

Element x y z (Å)
C (1.8235, 1.2282, 0.4043)
C (0.4421, 1.9001, 0.6515)
C (-0.7611, 1.4462, 0.2802)
C (-1.8725, 2.4114, -0.0380)
C (-1.1791, 0.0450, 0.6337)
H (2.4088, 1.7546, -0.3536)
H (2.4409, 1.0090, 1.2703)
H (1.2778, 0.3701, -0.0249)
H (0.5475, 2.9388, 1.0088)
H (-1.6244, 3.1653, -0.7821)
H (-2.0321, 2.9690, 0.8860)
H (-2.7916, 1.9727, -0.4365)
H (-2.0743, 0.0838, 1.2996)
H (-0.4498, -0.6090, 1.1042)
H (-1.6961, -0.5171, -0.1473)
O (-2.6296, -1.7363, -4.6609)
H (-3.4627, -2.0185, -5.0503)
H (-2.7284, -0.7776, -4.6202)
O (4.1229, -3.8582, 3.1310)
H (3.4158, -3.6521, 2.5332)
H (3.8455, -3.7669, 4.0408)

Its HOMO energy is -0.3069 hartree. The SMILES is CC=C(C)C.O.O. For the energy relative to the best compared isomer or geometry (same formula, charge and spin), the calculation gives 46.5 kcal/mol. The calculation puts the LUMO energy at 0.68 eV. The molecular weight is 106.16 g/mol. As for the HOMO-LUMO gap: 9.0 eV.


This record from OMol25 describes 2 unconnected molecules or ions with the total composition C5H14O2. The level of theory is ωB97M-V/def2-TZVPD.

Element x y z (Å)
C (1.5708, -0.9712, -0.1434)
C (1.4903, -0.0071, -1.3375)
C (0.2785, 0.8850, -1.4620)
C (-1.0633, 0.1225, -1.4379)
C (-1.7788, -0.2338, -0.0809)
O (-3.1460, 0.3101, -0.1912)
H (2.5555, -1.3513, -0.1373)
H (1.0058, -1.9369, -0.1730)
H (1.2953, -0.3582, 0.7182)
H (1.7961, -0.5239, -2.2610)
H (2.4010, 0.7051, -1.1755)
H (0.2376, 1.5856, -2.2464)
H (0.3660, 1.5814, -0.6176)
H (-0.8967, -0.8886, -1.9504)
H (-1.8020, 0.6476, -2.1460)
H (-1.3043, 0.3126, 0.8141)
H (-1.8957, -1.2814, 0.1050)
H (-3.4540, -0.0554, -1.0784)
O (1.1181, 0.6133, 4.9094)
H (0.6931, 0.3190, 5.7246)
H (0.5325, 0.5255, 4.1671)

Its HOMO energy is -0.3735 hartree. The SMILES is CCCCCO.O. For the energy relative to the best compared isomer or geometry (same formula, charge and spin), the calculation gives 29.6 kcal/mol. The calculation puts the LUMO energy at 0.72 eV. The molecular weight is 106.16 g/mol. As for the HOMO-LUMO gap: 10.9 eV.


This record from OMol25 describes 2 unconnected molecules or ions with the total composition C5H14O2. The level of theory is ωB97M-V/def2-TZVPD.

Element x y z (Å)
C (0.2085, 3.1097, 0.5530)
C (-0.1160, 1.7274, -0.1066)
C (1.1468, 1.0298, -0.6258)
C (-0.8477, 0.8409, 0.8879)
C (-1.0947, -0.6083, 0.4608)
O (-0.1797, -1.4942, 1.0942)
H (-0.2658, 3.9276, 0.0073)
H (1.2783, 3.3105, 0.5668)
H (-0.2101, 3.1515, 1.5701)
H (-0.7340, 1.9505, -0.9787)
H (1.5933, 0.4499, 0.1796)
H (0.8675, 0.3077, -1.3983)
H (1.8611, 1.7363, -1.0232)
H (-1.7691, 1.3313, 1.2142)
H (-0.2271, 0.7883, 1.7909)
H (-1.0070, -0.7052, -0.6238)
H (-2.1277, -0.9035, 0.6691)
H (-0.6841, -2.2072, 1.5004)
O (0.4267, -6.0697, -1.7888)
H (1.1576, -6.5244, -2.2258)
H (0.7232, -5.1491, -1.7231)

Its HOMO energy is -0.3777 hartree. The SMILES is CC(C)CCO.O. For the energy relative to the best compared isomer or geometry (same formula, charge and spin), the calculation gives 10.2 kcal/mol. The calculation puts the LUMO energy at 0.71 eV. The molecular weight is 106.16 g/mol. As for the HOMO-LUMO gap: 11.0 eV.


This record from OMol25 describes 3 unconnected molecules or ions with the total composition C5H14O2. The level of theory is ωB97M-V/def2-TZVPD.

Element x y z (Å)
C (-0.1252, 0.1371, 2.0999)
C (-0.1136, -0.6555, 0.8000)
C (1.1009, -0.5949, -0.0163)
C (1.1198, -1.2685, -1.2501)
C (2.3519, 0.0465, 0.4266)
H (0.7907, -0.0051, 2.6622)
H (-0.2606, 1.2078, 1.9207)
H (-0.9637, -0.1417, 2.7235)
H (-0.2487, -1.7345, 1.0072)
H (-0.9459, -0.4060, 0.1301)
H (2.0364, -1.5058, -1.7656)
H (0.2195, -1.4664, -1.8070)
H (3.0299, -0.7138, 0.8031)
H (2.8236, 0.5301, -0.4243)
H (2.1483, 0.8327, 1.1484)
H (-4.9320, -0.3518, -1.8976)
H (-3.9706, -1.0211, -2.8866)
O (-4.0574, -0.2700, -2.2902)
H (0.7414, 2.6984, -0.2745)
H (-0.7579, 2.2685, -0.2764)
O (0.0133, 2.4142, -0.8332)

Its HOMO energy (alpha / beta) is -0.5202 / -0.5202 hartree. For the energy relative to the best compared isomer or geometry (same formula, charge and spin), the calculation gives 12.3 kcal/mol. As for the total charge: +1. The calculation puts the LUMO energy (alpha / beta) at -4.81 / -7.87 eV. The molecular weight is 106.16 g/mol. As for the HOMO-LUMO gap (alpha / beta): 9.3 / 6.3 eV. The multiplicity is 2.


This record from OMol25 describes 4 unconnected molecules or ions with the total composition C5H14O3. The level of theory is ωB97M-V/def2-TZVPD.

Element x y z (Å)
C (0.0603, 1.3250, -2.0450)
C (0.2624, 0.0301, -1.8814)
C (1.3722, -0.4239, -0.9756)
C (1.1905, -0.6336, 0.3249)
C (2.2708, -1.0524, 1.2824)
H (-0.7992, 1.6984, -2.6083)
H (0.6534, 2.1317, -1.6435)
H (-0.3514, -0.7708, -2.2736)
H (2.3761, -0.4260, -1.3637)
H (0.1582, -0.5700, 0.5990)
H (2.6985, -2.0188, 1.0814)
H (1.9057, -0.9557, 2.3008)
H (3.1336, -0.4165, 1.0776)
O (-2.1798, 0.1793, 1.7935)
H (-2.3193, -0.5993, 2.3472)
H (-2.0946, 0.9816, 2.3211)
O (0.3221, 2.0008, 2.1524)
H (0.1298, 2.6529, 1.4742)
H (-0.2247, 1.2278, 1.9572)
O (-3.2211, -1.3412, -2.1069)
H (-2.9892, -1.8508, -1.3232)
H (-2.3543, -1.1685, -2.4904)

Its HOMO energy is -0.3432 hartree. The SMILES is C=C/C=C/C.O.O.O. For the energy relative to the best compared isomer or geometry (same formula, charge and spin), the calculation gives 32.0 kcal/mol. The calculation puts the LUMO energy at 0.47 eV. The molecular weight is 122.16 g/mol. As for the HOMO-LUMO gap: 9.8 eV.


This record from OMol25 describes 3 unconnected molecules or ions with the total composition C5H14O3. The level of theory is ωB97M-V/def2-TZVPD.

Element x y z (Å)
C (-0.1873, 0.4775, 1.9207)
C (1.0439, 0.2385, 1.0907)
C (1.9236, 1.4233, 0.8201)
O (1.5389, -0.9116, 1.0111)
H (-0.8210, -0.4066, 1.9349)
H (-0.7514, 1.3277, 1.5430)
H (0.1306, 0.7130, 2.9404)
H (2.5948, 1.2134, -0.0096)
H (1.3431, 2.3232, 0.6424)
H (2.5390, 1.5921, 1.7058)
C (-0.3227, 0.3900, -1.2930)
C (-1.7944, 0.3074, -1.6908)
H (-0.0601, 1.4191, -1.0609)
H (0.3226, 0.0915, -2.1240)
H (-0.1944, -0.5533, -0.5883)
H (-2.4288, 0.5985, -0.8547)
H (-2.0122, 0.9481, -2.5429)
H (-2.0471, -0.7211, -1.9430)
O (-0.1291, -2.9565, -1.0495)
O (-0.4187, -2.1650, 0.1160)
H (-0.8835, -3.5632, -1.0598)
H (0.6143, -1.7857, 0.4915)

Its HOMO energy is -0.3249 hartree. The SMILES is CC(C)=O.CC.OO. For the energy relative to the best compared isomer or geometry (same formula, charge and spin), the calculation gives 87.4 kcal/mol. The calculation puts the LUMO energy at 0.40 eV. The molecular weight is 122.16 g/mol. As for the HOMO-LUMO gap: 9.2 eV.


This record from OMol25 describes 2 unconnected molecules or ions with the total composition C5H14O6PS. The level of theory is ωB97M-V/def2-TZVPD.

Element x y z (Å)
O (1.0997, -0.5819, 1.5291)
S (1.8519, -0.0209, 0.3851)
O (2.1945, -1.0983, -0.5679)
O (3.3020, 0.6139, 0.8795)
C (0.9010, 1.1926, -0.5768)
C (0.2802, 2.3421, 0.2512)
C (-0.8893, 1.9283, 1.1829)
C (-2.2877, 1.8749, 0.4813)
P (-2.8512, 0.1252, -0.0083)
H (3.2443, 0.7242, 1.8356)
H (0.1788, 0.6484, -1.1953)
H (1.6136, 1.6515, -1.2838)
H (-0.1381, 3.0530, -0.4853)
H (1.0461, 2.9205, 0.7921)
H (-0.7389, 0.9676, 1.7004)
H (-0.9465, 2.7000, 1.9708)
H (-2.3401, 2.6068, -0.3492)
H (-3.0268, 2.2343, 1.2301)
H (-3.9875, 0.6738, -0.7177)
H (-2.8928, -0.3013, 1.3635)
H (-1.6578, -0.1536, -0.7405)
H (-3.3498, -1.2017, -0.3707)
C (1.7422, -4.9643, -1.5409)
O (0.6938, -4.5509, -0.9583)
O (2.7446, -3.9966, -1.6141)
O (1.9915, -6.0759, -2.0429)
H (2.2225, -3.3116, -1.1498)

Its HOMO energy is -0.1290 hartree. For the energy relative to the best compared isomer or geometry (same formula, charge and spin), the calculation gives 0.0 kcal/mol. As for the total charge: -1. The calculation puts the LUMO energy at 2.06 eV. The molecular weight is 233.20 g/mol. As for the HOMO-LUMO gap: 5.6 eV.


This record from OMol25 describes 2 unconnected molecules or ions with the total composition C5H14P2. The level of theory is ωB97M-V/def2-TZVPD.

Element x y z (Å)
C (-1.4110, -0.6734, -1.0242)
C (-0.2623, 1.4200, -2.1262)
C (0.7772, 0.2241, -0.2581)
C (-0.5147, 0.5952, -0.8425)
C (0.5940, -0.7118, 1.8124)
P (2.1442, -1.4505, 2.6936)
P (-0.2058, 0.6161, 2.7298)
H (-2.3617, -0.3004, -1.3638)
H (-1.0197, -1.3552, -1.7969)
H (-1.5658, -1.1001, -0.0870)
H (0.6193, 0.9429, -2.6532)
H (-1.1383, 1.4757, -2.8960)
H (0.2220, 2.3155, -1.8127)
H (1.3506, -0.5767, -0.7389)
H (1.4085, 1.0818, -0.0663)
H (-1.0759, 1.1891, -0.1142)
H (-0.1568, -1.6018, 1.6188)
H (3.1382, -0.6267, 1.9244)
H (2.2969, -2.5744, 1.8739)
H (-1.3309, 0.5217, 2.0234)
H (-0.7665, -0.3271, 3.6561)

Its HOMO energy is -0.3125 hartree. For the energy relative to the best compared isomer or geometry (same formula, charge and spin), the calculation gives 87.7 kcal/mol. The calculation puts the LUMO energy at 0.70 eV. The molecular weight is 136.12 g/mol. As for the HOMO-LUMO gap: 9.2 eV.


This record from OMol25 describes 2 unconnected molecules or ions with the total composition C5H14P2. The level of theory is ωB97M-V/def2-TZVPD.

Element x y z (Å)
P (-3.7189, -1.6617, 0.4568)
P (-3.6392, 0.0544, -0.8376)
H (-2.4515, -1.4324, 0.9891)
H (-4.3374, -0.9599, 1.4919)
H (-4.8949, -0.1962, -1.4001)
H (-2.9938, -0.6276, -1.8652)
C (0.1907, 1.7164, -0.7801)
C (0.8666, 0.3838, -0.7654)
C (1.7122, -0.0603, 0.1557)
C (2.1526, 0.7651, 1.3345)
C (2.3056, -1.4364, 0.0798)
H (0.3629, 2.2628, 0.1432)
H (0.5528, 2.3165, -1.6155)
H (-0.8848, 1.5826, -0.9101)
H (0.5945, -0.2721, -1.5849)
H (2.4956, 1.7478, 1.0176)
H (2.9645, 0.2710, 1.8614)
H (1.3255, 0.9040, 2.0326)
H (1.8010, -2.0460, -0.6686)
H (2.2317, -1.9356, 1.0460)
H (3.3644, -1.3762, -0.1811)

Its HOMO energy is -0.3213 hartree. The SMILES is [PH2]#[PH2].CC=C(C)C. For the energy relative to the best compared isomer or geometry (same formula, charge and spin), the calculation gives 25.2 kcal/mol. The calculation puts the LUMO energy at 0.86 eV. The molecular weight is 136.12 g/mol. As for the HOMO-LUMO gap: 9.6 eV.


This record from OMol25 describes 2 unconnected molecules or ions with the total composition C5H14PS. The level of theory is ωB97M-V/def2-TZVPD.

Element x y z (Å)
C (-1.0394, -1.5862, 0.0880)
C (-0.9220, 0.8250, 1.6422)
C (-2.2364, 0.9021, -1.0372)
C (0.6581, 0.4938, -0.7621)
C (2.8604, -0.6861, 0.3228)
P (-0.9272, 0.1833, -0.0967)
S (3.9097, 0.5218, -0.2666)
H (-0.1421, -1.9754, 0.5401)
H (-1.4222, -2.0760, -0.8280)
H (-1.6138, -1.9388, 0.9209)
H (-1.1638, 1.8911, 1.8625)
H (0.1243, 0.7155, 2.0971)
H (-1.7929, 0.4003, 2.1252)
H (-2.2293, 1.9051, -1.2072)
H (-3.1717, 0.7169, -0.6617)
H (-2.3056, 0.4884, -1.9756)
H (1.1701, 1.3863, -0.4539)
H (0.5815, 0.1022, -1.8583)
H (2.9844, -0.8315, 1.3913)
H (2.7636, -1.6615, -0.1938)
H (3.9143, 0.2238, -1.6491)

Its HOMO energy (alpha / beta) is -0.4662 / -0.4239 hartree. For the energy relative to the best compared isomer or geometry (same formula, charge and spin), the calculation gives 93.7 kcal/mol. As for the total charge: +1. The calculation puts the LUMO energy (alpha / beta) at -4.05 / -4.82 eV. The molecular weight is 137.21 g/mol. As for the HOMO-LUMO gap (alpha / beta): 8.6 / 6.7 eV.